10
Properties=species:S:1:pos:R:3:forces:R:3:mulliken_charge:R:1 method="wB97M-V/def2-TZVPD" de_lowest_kcal_mol=33.0 homo_energy_ha=-0.352 total_energy_ha=-488.70195 multiplicity=1 largest_force_ev_per_a=2.56
H -1.86190 -0.60183 -2.71096 -0.044 -0.116 0.156 0.327
O -1.40445 -0.93594 -0.47333 0.678 0.770 -0.873 -0.596
C -0.69066 -0.24406 -1.19771 -1.321 -1.426 1.672 0.983
O -1.03829 -0.13077 -2.54312 -0.182 0.179 -0.951 -0.514
O 0.35205 0.40538 -0.93559 0.799 0.696 -0.585 -0.819
Ag 0.82677 1.20822 -3.01728 0.038 -0.079 0.501 0.621
H 0.77780 0.22690 1.06694 0.678 -0.355 0.527 0.149
C 1.03059 0.04821 3.31736 0.058 -0.245 -0.620 -0.182
C 1.07163 0.06142 2.10753 -0.963 0.515 0.653 -0.341
H 0.93648 -0.03752 4.38617 0.257 0.062 -0.480 0.372